The following is a quantum chemistry calculation of a structure of composition C30H36AuN4 in a non-equilibrium geometry, from the Open Molecules 2025 dataset.

The geometry in XYZ format:
```
71
C30H36AuN4, DFT ωB97M-V/def2-TZVPD
Au -0.3505 0.3499 0.1967
N -1.2153 2.1832 -1.4026
N 1.5931 1.2147 -2.0161
C -1.0452 -1.9698 0.1693
C -1.2398 -2.1346 -1.2307
C -2.2739 -1.2633 -1.6493
C -2.8006 -1.1008 -3.0247
H -2.2490 -1.7354 -3.7194
H -2.6818 -0.0630 -3.3700
H -3.8690 -1.3535 -3.0830
C -2.8008 -0.6033 -0.5265
C -4.0346 0.1956 -0.5059
H -4.8931 -0.4153 -0.8200
H -3.9825 1.0438 -1.1957
H -4.2200 0.5881 0.4984
C -2.0262 -0.9883 0.6462
C -2.5143 -0.9210 2.0462
H -2.6719 0.1177 2.3509
H -1.7828 -1.3516 2.7364
H -3.4565 -1.4763 2.1688
C -0.5367 -3.1197 -2.0820
H -1.2190 -3.5052 -2.8544
H -0.1889 -3.9665 -1.4743
H 0.3472 -2.6948 -2.5916
C -0.2858 -2.8831 1.0547
H 0.2171 -2.3173 1.8462
H 0.4919 -3.4292 0.5052
H -0.9525 -3.6275 1.5242
C -2.2122 3.0062 -1.0739
H -3.0203 2.5923 -0.4748
C -2.2720 4.3491 -1.4513
H -3.0770 4.9852 -1.0811
C -1.2501 4.8581 -2.2637
H -1.2058 5.9177 -2.5323
C -0.3199 3.9685 -2.7777
H 0.5016 4.2559 -3.4356
C -0.3399 2.5977 -2.3496
C 0.6560 1.7197 -2.8622
H 0.9481 1.7469 -3.9128
C 1.3981 0.8793 -0.6769
C 2.9561 1.1021 -2.3530
H 3.3277 1.3956 -3.3203
C 3.5631 0.5755 -1.2988
H 4.5881 0.2794 -1.1793
N 2.6009 0.3393 -0.3123
C 2.8177 -0.5842 0.7446
C 3.2842 -1.8601 0.3741
C 3.5406 -2.7861 1.3885
H 3.9026 -3.7860 1.1317
C 3.3248 -2.4529 2.7257
C 3.7478 -3.3875 3.8190
H 2.8733 -3.7081 4.3995
H 4.4591 -2.9001 4.5022
H 4.2295 -4.2608 3.3689
C 2.7517 -1.2165 3.0469
H 2.5004 -0.9809 4.0849
C 2.5000 -0.2487 2.0620
C 1.9166 1.0739 2.4309
H 2.4974 1.9332 2.0726
H 1.8502 1.1323 3.5238
H 0.8814 1.2040 2.0661
C 3.3849 -2.2950 -1.0501
H 3.9996 -1.6307 -1.6739
H 2.3874 -2.3824 -1.5196
H 3.8537 -3.2885 -1.0924
C -3.1705 4.1800 2.1519
C -2.1192 3.1809 2.0902
N -1.2611 2.3944 2.0170
H -3.9847 3.9171 1.4541
H -2.7739 5.1692 1.8742
H -3.5946 4.2415 3.1660
```

## Properties
E_HOMO (spin up / spin down) = -0.01053 / -0.09286 hartree
spin multiplicity = 3
frontier orbital gap (spin up / spin down) = 2.9983 / 5.2359 eV
net charge = -1

Results of the Löwdin charge analysis, in e, for atoms 1 through 4: 0.95 0.00 -0.06 -0.34

The following is a quantum chemistry calculation of a structure of composition C3H7ClSi in a non-equilibrium geometry, from the Open Molecules 2025 dataset.

The geometry in XYZ format:
```
12
C3H7ClSi, DFT ωB97M-V/def2-TZVPD
C -1.2791 1.8832 0.0488
C -0.1001 1.2862 -0.1592
C 0.1868 -1.9643 -0.1622
Si 0.5195 -0.1543 0.6974
Cl 3.0582 0.3256 -0.2794
H -1.5299 2.5753 -0.7084
H -1.9770 1.8896 0.8628
H 0.3113 1.3085 -1.1719
H 0.3303 -1.7611 -1.2821
H 0.8361 -2.8516 0.0529
H -0.9459 -2.1756 0.0018
H 0.5897 -0.3614 2.0994
```

## Properties
E_HOMO = -0.35194 hartree
frontier orbital gap = 9.1727 eV
net charge = 0

Results of the Löwdin charge analysis, in e, for atoms 1 through 4: -0.03 -0.35 -0.25 0.69

The following is a quantum chemistry calculation of a structure of composition C20H43IrOP3Se in a non-equilibrium geometry, from the Open Molecules 2025 dataset.

The geometry in XYZ format:
```
69
C20H43IrOP3Se, DFT ωB97M-V/def2-TZVPD
Ir -0.0314 -0.8192 -0.3636
P -1.2182 -1.0561 1.5455
P 1.3706 -2.5760 -0.5555
P -1.6214 -0.9705 -1.9021
H 0.6621 4.2766 -1.1234
C -0.4119 4.1106 -1.2531
C -1.2198 4.0594 -0.1820
H -0.7979 4.1420 0.8278
C -0.3433 -0.2311 2.9236
C -1.6578 -2.7076 2.2423
C -2.8273 -0.1597 1.5400
C 2.6988 -2.2855 -1.7747
C 2.2956 -2.7583 1.0154
C 0.7660 -4.2732 -0.9212
C -2.6141 0.5700 -2.0185
C -2.9317 -2.2582 -1.6875
C -1.0428 -1.2339 -3.6022
H -0.7907 4.0690 -2.2858
H -2.3078 3.9157 -0.2741
H -0.3600 0.8490 2.7257
H 0.7024 -0.5593 2.9547
H -0.8256 -0.4564 3.8907
H -0.7706 -3.3478 2.3594
H -2.3727 -3.2330 1.5927
H -2.1188 -2.5843 3.2357
H -2.6173 0.9101 1.4276
H -3.3651 -0.3338 2.4870
H -3.4665 -0.4832 0.7111
H 3.4363 -3.0954 -1.7129
H 3.1895 -1.3292 -1.5589
H 2.2924 -2.2492 -2.7898
H 2.8446 -3.7092 0.9888
H 1.6063 -2.7563 1.8704
H 2.9984 -1.9188 1.1112
H 1.5776 -4.9847 -0.7044
H 0.5013 -4.3444 -1.9870
H -0.1120 -4.5090 -0.3025
H -3.3091 0.5077 -2.8641
H -1.9569 1.4345 -2.1614
H -3.1928 0.7452 -1.1053
H -3.4732 -2.3440 -2.6482
H -3.6416 -1.9706 -0.8945
H -2.4674 -3.2268 -1.4394
H -1.8979 -1.1726 -4.2911
H -0.6047 -2.2338 -3.6858
H -0.2810 -0.4868 -3.8773
C 2.1374 2.3168 -4.8291
C 1.6167 3.4938 -4.2137
C 1.6164 4.7095 -4.8884
C 2.1123 4.7997 -6.2017
C 2.6387 3.6544 -6.8156
C 2.6501 2.4317 -6.1523
Se 2.1991 0.7345 -3.9425
H -0.6625 0.5227 0.1943
H 1.2357 3.4245 -3.1954
H 1.2334 5.6113 -4.3970
H 2.1034 5.7618 -6.7327
H 3.0511 3.7182 -7.8277
H 3.0661 1.5428 -6.6233
C 2.0547 2.8150 1.6100
C 2.5811 1.4149 1.5192
C 3.7022 1.1164 2.4743
O 2.1106 0.5582 0.7490
H 2.8929 3.5174 1.6883
H 1.4512 2.9172 2.5222
H 1.4393 3.0628 0.7438
H 4.1039 0.1198 2.2799
H 4.4960 1.8650 2.3781
H 3.3322 1.1674 3.5058
```

## Properties
E_HOMO (spin up / spin down) = -0.58631 / -0.63970 hartree
spin multiplicity = 5
frontier orbital gap (spin up / spin down) = 7.0659 / 5.5867 eV
net charge = +3

Results of the Löwdin charge analysis, in e, for atoms 1 through 4: 0.67 0.62 0.62 0.59

The following is a quantum chemistry calculation of an isolated molecule of C6H13BN2O3 in a non-equilibrium geometry, from the Open Molecules 2025 dataset.

The geometry in XYZ format:
```
25
C6H13BN2O3, DFT ωB97M-V/def2-TZVPD
C 1.1002 -1.1206 -1.7616
C 0.1843 -0.0131 -1.4967
B -1.1869 -0.4667 -2.1236
O -1.8195 -1.6893 -1.8054
O -1.8019 0.2748 -3.1196
N 0.1491 0.3182 -0.0131
C -1.0620 -0.0403 0.6971
C -0.6733 0.1890 2.2003
C 0.8921 0.3171 2.1901
N 1.2935 1.5065 2.9755
C 1.2835 0.5609 0.7200
O 2.3575 0.8814 0.2735
H 2.0623 -0.7126 -1.7448
H 0.9278 -1.9235 -1.0372
H 0.9172 -1.5939 -2.7462
H 0.2972 0.9241 -2.0703
H -2.5685 -1.8274 -2.4169
H -1.6612 1.1893 -3.4282
H -1.2572 -1.0777 0.5003
H -1.8675 0.6447 0.5197
H -1.1287 1.0966 2.5345
H -0.9412 -0.6948 2.8585
H 1.3095 -0.6151 2.5870
H 2.3187 1.5510 3.0530
H 0.8750 2.3215 2.6540
```

## Properties
E_HOMO = -0.32270 hartree
structure (SMILES) = C[C@@H](B(O)O)N1CC[C@H](N)C1=O
frontier orbital gap = 9.0829 eV
net charge = 0

Results of the Löwdin charge analysis, in e, for atoms 1 through 4: -0.04 -0.22 -0.61 0.13

The following is a quantum chemistry calculation of a cluster of 4 separate species, C10H27BrNO12PS3 in total in a non-equilibrium geometry, from the Open Molecules 2025 dataset.

The geometry in XYZ format:
```
55
C10H27BrNO12PS3, DFT ωB97M-V/def2-TZVPD
C 1.3388 2.0594 -0.4792
C 2.0572 1.5651 -1.7218
O 2.0801 0.1368 -1.7856
S 0.7116 -0.6379 -2.1763
C 1.4193 -2.2407 -2.4144
O 0.2401 -0.1439 -3.4435
O -0.1364 -0.6885 -1.0136
H 0.2781 1.8041 -0.5081
H 1.4190 3.1454 -0.3933
H 1.7581 1.5991 0.4186
H 1.6126 1.9818 -2.6290
H 3.0970 1.8965 -1.6878
H 2.0941 -2.2118 -3.2686
H 0.6028 -2.9369 -2.6060
H 1.9486 -2.5345 -1.5080
C 1.5897 8.3297 3.3108
C 0.8807 6.9890 3.2385
O 0.0908 6.8732 2.0529
S 0.8510 6.6332 0.6422
C -0.5826 6.2505 -0.3221
O 1.6699 5.4541 0.7478
O 1.3794 7.8895 0.1842
H 2.3328 8.4272 2.5181
H 2.1046 8.4419 4.2677
H 0.8781 9.1500 3.1903
H 1.5904 6.1610 3.3083
H 0.1955 6.9019 4.0841
H -1.0179 5.3192 0.0370
H -0.2627 6.1394 -1.3587
H -1.2942 7.0718 -0.2418
C -0.3932 -2.0967 1.6210
C -0.7136 -3.5731 1.4729
O -1.4785 -4.0626 2.5788
S -3.0431 -3.6555 2.6711
C -3.4879 -4.7737 3.9686
O -3.7040 -4.0619 1.4584
O -3.1409 -2.3140 3.1796
H -1.2977 -1.4888 1.5728
H 0.2730 -1.7659 0.8252
H 0.0789 -1.8990 2.5870
H -1.2303 -3.7739 0.5323
H 0.2192 -4.1406 1.4584
H -3.3828 -5.7969 3.6114
H -4.5266 -4.5744 4.2341
H -2.8456 -4.5918 4.8298
O 0.1389 -6.3296 -2.1441
C -0.5748 -5.4516 -2.6522
O -0.7632 -4.2725 -1.8694
N -1.2714 -5.5595 -3.9602
P -0.0985 -6.0089 -5.2124
O 1.2416 -4.9934 -4.9010
Br 0.4652 -8.2172 -4.8915
H -1.4944 -3.7278 -2.2390
H -1.9744 -6.3151 -3.9389
H 2.0778 -5.3810 -5.2355
```

## Properties
E_HOMO = -0.34916 hartree
structure (SMILES) = CCOS(C)(=O)=O.CCOS(C)(=O)=O.CCOS(C)(=O)=O.O=C(O)NP(O)Br
frontier orbital gap = 9.7283 eV
net charge = 0

Results of the Löwdin charge analysis, in e, for atoms 1 through 4: -0.07 -0.26 -0.26 0.61

The following is a quantum chemistry calculation of a structure of composition C56H56F8O16S4 in a non-equilibrium geometry, from the Open Molecules 2025 dataset.

The geometry in XYZ format:
```
140
C56H56F8O16S4, DFT ωB97M-V/def2-TZVPD
F -4.6493 -6.2147 0.3394
C -4.4836 -4.8825 0.6521
C -5.0840 -3.9975 -0.2280
C -4.9273 -2.6566 -0.0459
C -4.1002 -2.1724 0.9861
C -3.4648 -3.0547 1.8397
C -3.7274 -4.4479 1.7168
H -5.5581 -4.3688 -1.1286
H -5.5589 -2.0114 -0.6539
H -3.9238 -1.0988 0.9784
H -2.7284 -2.6664 2.5466
H -3.1859 -5.1214 2.3937
F -2.9371 0.7374 -2.3837
C -2.5603 2.0124 -2.5722
C -2.2347 2.7329 -1.3970
C -1.9315 4.1202 -1.5273
C -1.8951 4.6531 -2.8430
C -2.1242 3.8529 -3.9575
C -2.4283 2.5013 -3.8544
H -2.3235 2.2266 -0.4271
H -1.7108 4.7093 -0.6467
H -1.4831 5.6667 -2.9467
H -2.0208 4.2831 -4.9498
H -2.7022 1.9084 -4.7131
F -4.1665 1.1858 1.5094
C -4.6190 2.4145 1.9226
C -3.7940 3.5379 1.8200
C -4.3023 4.7549 2.1224
C -5.6474 4.8651 2.5182
C -6.4271 3.7541 2.6096
C -5.9259 2.4557 2.3279
H -2.7744 3.4330 1.4496
H -3.6131 5.5855 2.0977
H -6.0226 5.8477 2.7769
H -7.4603 3.8208 2.9607
H -6.4924 1.5273 2.4437
F -3.3328 -0.9154 -7.4863
C -2.1332 -0.8799 -6.8366
C -1.0758 -0.1602 -7.3819
C 0.0985 -0.0869 -6.6189
C 0.1918 -0.6456 -5.3641
C -0.9369 -1.3711 -4.8543
C -2.0675 -1.4941 -5.6134
H -1.2145 0.3569 -8.3348
H 0.9258 0.4441 -6.9872
H 1.0819 -0.5398 -4.7757
H -0.8433 -1.8511 -3.8849
H -2.9090 -2.0506 -5.2110
F 5.2915 4.0521 -2.5652
C 3.9222 3.8497 -2.5944
C 3.4189 3.0458 -3.6573
C 2.0409 2.7165 -3.6408
C 1.2135 3.1407 -2.5560
C 1.7771 3.9929 -1.6096
C 3.1241 4.3192 -1.5846
H 4.0235 2.6685 -4.4546
H 1.6122 2.1084 -4.4062
H 0.1329 3.0359 -2.5481
H 1.1902 4.3742 -0.8152
H 3.5318 4.9520 -0.8135
F 3.1889 -0.8315 -3.9095
C 3.5235 -1.9923 -3.2898
C 4.8684 -2.1766 -3.0147
C 5.2070 -3.4521 -2.4477
C 4.2896 -4.4556 -2.2173
C 2.9522 -4.1819 -2.4677
C 2.5645 -2.9759 -3.0013
H 5.5182 -1.3308 -3.1209
H 6.2417 -3.7389 -2.3731
H 4.5601 -5.4396 -1.8772
H 2.1455 -4.9173 -2.2304
H 1.5253 -2.8968 -3.3250
F -3.6109 1.6083 7.4663
C -2.9391 1.0829 6.4182
C -2.4416 1.8431 5.4047
C -1.7617 1.2315 4.3633
C -1.5808 -0.1488 4.3263
C -2.0705 -0.9297 5.3443
C -2.7980 -0.3151 6.3831
H -2.5736 2.8829 5.4758
H -1.3164 1.8234 3.5857
H -0.9739 -0.5087 3.5593
H -1.9735 -2.0172 5.3264
H -3.1664 -0.8851 7.2233
F 6.4232 -1.4653 -0.2657
C 5.7871 -0.3863 0.2766
C 4.7525 0.2250 -0.4002
C 4.0887 1.2940 0.1922
C 4.5061 1.7856 1.4255
C 5.5895 1.2428 2.0587
C 6.2882 0.1393 1.4692
H 4.3642 -0.1365 -1.3574
H 3.2171 1.6967 -0.3120
H 4.0316 2.6590 1.8160
H 5.9044 1.7053 2.9660
H 7.0405 -0.3972 1.9954
C 3.1801 -2.4107 1.1705
C 3.1871 -1.8678 2.5246
O 2.4663 -2.8867 3.2897
S 1.1684 -3.3591 2.4310
O 0.0422 -2.4803 2.5268
O 1.0199 -4.7520 2.6924
O 1.8530 -3.0412 0.9984
H 4.0527 -3.0665 1.0044
H 3.2302 -1.5641 0.4895
H 2.7083 -0.8669 2.5299
H 4.1748 -1.8653 2.9390
C 1.5493 3.6864 3.7187
C 2.2573 2.3528 4.0944
O 3.5940 2.6884 4.5025
S 3.8907 4.2445 4.1722
O 5.1116 4.3634 3.4581
O 3.5773 5.0187 5.3224
O 2.6663 4.4130 3.1120
H 1.0942 4.2619 4.5247
H 0.8699 3.5325 2.8919
H 2.1611 1.6839 3.2625
H 1.7661 1.8589 4.9326
C -1.7881 -6.2041 -0.6256
C -0.7613 -5.4583 0.2428
O -0.0673 -4.5868 -0.6893
S -1.0439 -4.1515 -1.8930
O -0.4065 -4.5440 -3.1082
O -1.5168 -2.8135 -1.7895
O -2.2434 -5.2096 -1.5179
H -2.6207 -6.6526 -0.0769
H -1.2567 -6.9945 -1.1372
H -0.0192 -6.1476 0.6178
H -1.1570 -4.9207 1.0744
C -1.3326 -0.7269 -0.0394
C 0.0136 -0.6259 -0.6932
O 0.5428 0.6418 -0.3890
S 0.1038 1.0357 1.0557
O -0.0104 2.4896 1.0771
O 0.8852 0.3820 2.0498
O -1.3418 0.2621 1.0330
H -1.4183 -1.6960 0.4672
H -2.1410 -0.4890 -0.7168
H -0.1634 -0.7167 -1.7578
H 0.6751 -1.4134 -0.3801
```

## Properties
E_HOMO = -0.33564 hartree
frontier orbital gap = 9.3928 eV
net charge = 0

Results of the Löwdin charge analysis, in e, for atoms 1 through 4: 0.02 -0.27 -0.03 -0.06

The following is a quantum chemistry calculation of an isolated molecule of C5H7N in a non-equilibrium geometry, from the Open Molecules 2025 dataset.

The geometry in XYZ format:
```
13
C5H7N, DFT ωB97M-V/def2-TZVPD
C -0.2900 -0.7014 -1.0390
C 0.9025 -0.0455 -0.1829
C 0.3166 1.3226 0.0772
N -0.7497 0.6916 0.9126
C 0.1121 -0.5000 1.0762
C -1.0839 -0.6013 0.2288
H -0.6632 -0.2079 -1.9480
H 0.2494 -1.6281 -1.2142
H 1.9814 -0.2047 -0.3417
H -0.0241 1.8905 -0.7972
H 0.9314 1.9532 0.7200
H 0.3715 -0.9527 2.0254
H -2.0541 -1.0165 0.4828
```

## Properties
E_HOMO = -0.33906 hartree
structure (SMILES) = C1[C@H]2CN3[C@H]2[C@H]13
frontier orbital gap = 10.3551 eV
net charge = 0

Results of the Löwdin charge analysis, in e, for atoms 1 through 4: -0.09 -0.18 -0.16 0.01

The following is a quantum chemistry calculation of a cluster of 4 separate species, C4H14NO3 in total in a non-equilibrium geometry, from the Open Molecules 2025 dataset.

The geometry in XYZ format:
```
22
C4H14NO3, DFT ωB97M-V/def2-TZVPD
C -0.7246 -0.6559 2.1096
C -1.0947 -0.2150 0.7067
C -2.3202 -0.1905 0.2258
C 0.3889 -0.6567 -1.1211
N 0.0530 0.0814 -0.1162
H -0.2875 -1.7790 2.1918
H -0.0350 0.0636 2.6693
H -1.6869 -0.7278 2.8165
H -2.5578 0.3850 -0.7598
H -3.1885 -0.6947 0.6631
H 1.2396 -0.5851 -1.7206
H -0.2245 -1.4916 -1.4492
H 0.6270 0.9220 -0.0167
H 1.2446 -3.5392 -0.6891
H 1.6673 -2.7494 0.6975
O 1.0256 -2.6779 -0.0945
H 0.0645 2.8444 -1.7964
H -0.4483 1.8099 -2.8710
O 0.0664 1.9043 -2.0297
H 2.3191 2.8139 0.9710
H 2.1755 2.5942 -0.5853
O 1.6964 2.5441 0.1981
```

## Properties
E_HOMO = -0.50120 hartree
frontier orbital gap = 10.0996 eV
net charge = +1

Results of the Löwdin charge analysis, in e, for atoms 1 through 4: -0.06 -0.37 0.09 0.11

Question: The highest net charge belongs to which entry?
Answer: C20H43IrOP3Se

Question: Which of these has the lowest net charge?
Answer: C30H36AuN4